# 1
{"formula": "C42H48NOP2RuSSi2", "method": "ωB97M-V with the def2-TZVPD basis set", "species": ["Ru", "C", "P", "C", "C", "C", "C", "C", "C", "C", "C", "C", "C", "C", "C", "C", "C", "C", "C", "C", "P", "C", "C", "C", "C", "C", "C", "C", "C", "C", "C", "C", "C", "N", "H", "H", "H", "H", "H", "H", "H", "H", "H", "H", "H", "H", "H", "H", "H", "H", "H", "H", "H", "H", "H", "H", "H", "H", "H", "H", "C", "Si", "C", "C", "C", "C", "C", "C", "C", "Si", "C", "C", "H", "H", "H", "H", "H", "H", "H", "H", "H", "H", "H", "H", "H", "H", "H", "H", "C", "S", "C", "O", "H", "H", "H", "H", "H", "H"], "xyz": [[-0.2593, 0.7881, 0.0360], [-1.4241, -2.5189, 0.8888], [-2.1996, -0.8497, 1.2537], [-3.9735, -1.3330, 1.0957], [-4.4757, -2.5434, 1.5750], [-5.8210, -2.8396, 1.4579], [-6.6841, -1.9351, 0.8636], [-6.1972, -0.7296, 0.3902], [-4.8482, -0.4348, 0.4936], [-2.0431, -0.6943, 3.0768], [-0.9573, 0.0758, 3.4972], [-0.7164, 0.3052, 4.8368], [-1.5855, -0.1953, 5.7935], [-2.7002, -0.9124, 5.3858], [-2.9305, -1.1619, 4.0437], [-0.5741, -2.4713, -0.3363], [-0.2381, -3.5469, -1.1635], [0.5615, -3.0272, -2.1825], [0.6784, -1.6615, -1.9259], [1.4701, -0.6341, -2.6609], [0.7445, 1.0441, -2.3431], [2.0502, 2.1961, -2.9041], [1.9188, 3.5321, -2.5282], [2.8563, 4.4676, -2.9169], [3.9504, 4.0843, -3.6759], [4.0943, 2.7573, -4.0439], [3.1507, 1.8173, -3.6683], [-0.4186, 1.2198, -3.7397], [-0.6779, 2.4716, -4.2959], [-1.5831, 2.5962, -5.3317], [-2.2481, 1.4813, -5.8191], [-2.0246, 0.2399, -5.2437], [-1.1210, 0.1096, -4.2048], [-0.0158, -1.3382, -0.8089], [-2.2125, -3.2604, 0.7258], [-0.8406, -2.8233, 1.7665], [-3.8186, -3.2624, 2.0466], [-6.1959, -3.7786, 1.8381], [-7.7306, -2.1806, 0.7693], [-6.8722, -0.0167, -0.0593], [-4.4638, 0.4970, 0.1024], [-0.3153, 0.5132, 2.7342], [0.1322, 0.9028, 5.1399], [-1.4139, 0.0010, 6.8419], [-3.4036, -1.2724, 6.1237], [-3.8153, -1.7071, 3.7559], [-0.5530, -4.5642, -1.0253], [0.9950, -3.5617, -3.0087], [1.5054, -0.8605, -3.7328], [2.4958, -0.6001, -2.2665], [1.0785, 3.8289, -1.9151], [2.7335, 5.4955, -2.6133], [4.6911, 4.8153, -3.9649], [4.9489, 2.4521, -4.6306], [3.2648, 0.7920, -3.9874], [-0.1590, 3.3457, -3.9284], [-1.7655, 3.5711, -5.7612], [-2.9451, 1.5851, -6.6377], [-2.5607, -0.6282, -5.6038], [-0.9553, -0.8567, -3.7461], [-2.9099, 2.7287, 1.6196], [-1.9953, 2.5663, -0.0996], [-3.3874, 2.9211, -1.4235], [-0.7822, 4.0819, -0.0747], [-1.2171, 5.3060, -0.5742], [-0.4034, 6.4253, -0.5613], [0.8690, 6.3411, -0.0201], [1.3146, 5.1310, 0.4820], [0.5175, 3.9921, 0.4467], [1.2964, 2.3386, 1.1360], [3.1750, 2.2926, 0.5986], [1.4622, 2.7956, 3.0176], [-3.6420, 3.5313, 1.5865], [-2.2051, 2.9448, 2.4186], [-3.4364, 1.8121, 1.8812], [-4.3119, 3.2213, -0.9395], [-3.0952, 3.7121, -2.1067], [-3.5990, 2.0408, -2.0258], [-2.2146, 5.3902, -0.9815], [-0.7551, 7.3617, -0.9750], [1.5140, 7.2111, 0.0023], [2.3116, 5.0725, 0.8987], [3.4521, 3.1853, 0.0435], [3.3867, 1.4341, -0.0351], [3.8130, 2.2279, 1.4768], [1.9839, 3.7434, 3.1033], [2.0380, 2.0521, 3.5587], [0.4950, 2.9003, 3.4973], [2.5064, -1.4333, 3.9593], [1.3794, -1.7879, 2.5352], [2.4571, -3.0413, 1.7236], [1.4488, -0.6138, 1.6437], [3.5346, -1.3207, 3.6333], [2.4104, -2.2466, 4.6715], [2.1663, -0.5124, 4.4205], [2.5400, -3.9201, 2.3510], [3.4269, -2.6019, 1.5227], [1.9851, -3.2905, 0.7783]], "forces_ev_per_a": [[-0.3, -2.1, -1.8], [0.0, 0.2, 0.1], [0.4, -0.8, 0.3], [0.2, 0.6, -0.3], [0.2, 0.0, 0.0], [0.1, -0.1, 0.1], [0.0, 0.0, 0.0], [-0.2, 0.0, -0.1], [0.1, -0.1, 0.1], [0.1, 0.4, 0.1], [-0.1, 0.0, -0.3], [0.1, 0.1, 0.2], [-0.1, 0.0, -0.1], [0.0, 0.0, 0.2], [0.1, 0.0, -0.2], [-0.2, -1.0, -0.2], [-0.4, 0.4, 0.8], [0.4, 0.7, -0.3], [0.2, -0.6, -0.5], [0.0, 0.3, 0.3], [0.1, -0.3, 1.1], [0.0, 0.1, 0.5], [-0.1, -0.2, 0.0], [0.1, 0.2, -0.1], [0.0, 0.0, 0.1], [0.1, 0.0, -0.1], [-0.2, -0.1, 0.0], [-0.4, 0.1, 0.3], [0.1, -0.1, 0.1], [-0.1, 0.1, -0.1], [0.0, 0.0, 0.0], [-0.1, 0.0, -0.1], [0.1, 0.0, 0.2], [-0.3, 1.7, 0.4], [0.1, 0.1, 0.2], [-0.3, 0.0, 0.0], [0.0, 0.0, 0.0], [0.0, -0.1, 0.0], [-0.1, 0.0, 0.0], [0.0, 0.1, -0.1], [0.0, 0.1, 0.0], [0.0, 0.0, 0.2], [0.1, 0.1, 0.0], [0.0, 0.0, 0.1], [0.0, 0.0, 0.0], [-0.1, 0.0, 0.0], [-0.1, -0.2, 0.0], [0.1, -0.1, -0.1], [0.1, 0.2, 0.1], [-0.1, 0.1, -0.1], [0.0, 0.1, 0.0], [0.0, 0.1, 0.0], [0.1, 0.0, 0.0], [0.0, 0.0, -0.1], [0.1, -0.1, 0.0], [0.0, 0.0, 0.0], [0.0, 0.0, -0.1], [-0.1, 0.0, -0.1], [0.0, 0.0, 0.0], [0.0, -0.1, 0.0], [0.3, -0.4, -0.8], [0.9, 0.9, 0.9], [0.8, -0.7, 0.4], [-0.6, -0.4, -0.2], [0.0, 0.1, 0.0], [0.1, 0.2, -0.1], [0.1, 0.2, -0.1], [-0.1, 0.1, 0.1], [0.4, -0.7, 0.4], [-0.3, 1.4, -0.6], [-1.0, -0.3, 0.0], [-0.4, -0.8, -0.7], [-0.1, 0.2, -0.1], [0.2, 0.0, 0.1], [-0.1, -0.1, 0.1], [-0.1, 0.0, 0.2], [0.2, 0.1, -0.1], [0.0, -0.1, -0.1], [-0.1, 0.1, -0.1], [0.0, 0.0, 0.0], [0.0, 0.0, 0.0], [0.1, 0.0, 0.0], [-0.1, 0.1, -0.1], [0.0, -0.1, -0.1], [0.0, 0.0, 0.2], [0.1, 0.2, -0.2], [0.1, -0.2, 0.2], [-0.2, 0.1, 0.1], [-0.5, -0.2, -0.5], [1.4, -1.1, 0.7], [-0.5, 0.5, 0.2], [0.1, 1.1, -0.6], [0.1, 0.0, -0.2], [0.0, -0.2, 0.1], [-0.2, 0.1, 0.0], [0.0, -0.2, 0.2], [0.2, 0.2, 0.1], [-0.2, 0.0, -0.1]], "mulliken_spin": [0.91, -0.01, 0.03, -0.01, 0.00, 0.00, 0.00, 0.00, 0.00, -0.03, 0.03, 0.00, 0.00, 0.00, 0.00, 0.02, 0.00, 0.00, 0.01, -0.01, 0.01, 0.00, 0.00, 0.00, 0.00, 0.00, 0.00, 0.00, 0.00, 0.00, 0.00, 0.00, -0.01, 0.00, 0.00, 0.00, 0.00, 0.00, 0.00, 0.00, 0.00, -0.01, 0.00, 0.00, 0.00, 0.00, 0.00, 0.00, 0.00, 0.00, 0.00, 0.00, 0.00, 0.00, 0.00, 0.00, 0.00, 0.00, 0.00, 0.00, 0.02, 0.07, -0.01, -0.01, 0.01, 0.00, 0.00, 0.01, -0.03, 0.00, 0.00, -0.01, 0.00, 0.00, 0.00, 0.00, 0.00, 0.00, 0.00, 0.00, 0.00, 0.00, 0.00, 0.00, 0.00, 0.00, 0.00, 0.00, 0.00, 0.00, 0.00, 0.02, 0.00, 0.00, 0.00, 0.00, 0.00, 0.00], "relative_energy_kj_mol": 194.1, "orbital_gap_ev": [6.8, 6.7], "e_homo_ev": [-6.871, -6.869], "total_energy_ha": -3513.99780, "spin_multiplicity": 2, "s_squared": 0.76}



# 2
{"formula": "C4H11N3O2", "method": "ωB97M-V with the def2-TZVPD basis set", "species": ["H", "N", "C", "N", "N", "C", "H", "H", "H", "H", "H", "H", "C", "C", "O", "O", "H", "H", "H", "H"], "xyz": [[1.0814, 2.6391, -0.5645], [0.8500, 1.6610, -0.3757], [0.3454, 1.5468, 0.8324], [-0.4738, 0.5195, 1.0873], [0.8148, 2.3062, 1.8749], [0.8353, 1.8830, 3.2559], [-0.8138, 0.1316, 1.9371], [-1.0021, 0.1589, 0.3091], [1.6266, 2.8199, 1.5972], [0.0173, 1.2404, 3.5618], [0.7781, 2.8002, 3.8518], [1.7400, 1.3232, 3.5313], [-0.5673, -3.2632, -2.3230], [-0.7069, -1.8946, -1.6817], [-1.6845, -1.3565, -1.2353], [0.4921, -1.2796, -1.6950], [0.4298, -3.6189, -2.0966], [-0.7083, -3.1529, -3.3923], [-1.3683, -3.8283, -1.8380], [0.5102, -0.3726, -1.3269]], "forces_ev_per_a": [[0.5, -0.4, 0.1], [-1.6, 0.3, 0.1], [2.1, -0.3, -0.6], [-1.1, -0.9, -0.5], [-0.8, -0.1, 0.1], [0.3, 0.5, 0.6], [0.4, 0.5, 0.8], [0.2, 0.0, -0.4], [0.2, 0.1, 0.0], [-0.4, 0.1, -0.3], [0.1, -0.4, 0.2], [0.0, 0.2, -0.2], [-0.9, 0.8, 1.1], [1.5, 1.0, -0.4], [-0.6, -0.3, 0.2], [0.3, -0.3, -0.1], [0.0, -0.3, -0.1], [-0.1, -0.2, -0.1], [0.3, -0.5, -0.5], [-0.3, 0.2, 0.0]], "mulliken_charge": [0.16, -0.74, 0.70, -0.32, -0.26, -0.85, 0.15, 0.15, 0.25, 0.31, 0.28, 0.28, -0.97, 0.77, -0.60, -0.45, 0.31, 0.27, 0.30, 0.27], "relative_energy_kj_mol": 66.5, "orbital_gap_ev": 9.2, "e_homo_ev": -8.481, "total_energy_ha": -473.77743, "spin_multiplicity": 1}



# 3
{"formula": "C41H49BCl5N6O2S3SiTc", "method": "ωB97M-V with the def2-TZVPD basis set", "species": ["Tc", "C", "C", "C", "C", "N", "N", "B", "N", "N", "C", "C", "C", "C", "C", "S", "C", "C", "C", "C", "N", "N", "C", "C", "C", "C", "C", "S", "C", "C", "C", "C", "C", "S", "C", "C", "C", "C", "H", "H", "H", "H", "H", "H", "H", "H", "H", "H", "H", "H", "H", "H", "H", "H", "H", "H", "H", "H", "H", "H", "H", "H", "H", "H", "H", "H", "H", "H", "H", "H", "H", "H", "H", "H", "H", "H", "H", "Cl", "Si", "Cl", "Cl", "Cl", "C", "C", "C", "C", "C", "C", "C", "O", "O", "H", "H", "H", "H", "Cl", "C", "C", "C", "C", "C", "C", "C", "H", "H", "H", "H", "H", "H"], "xyz": [[-2.2781, -0.3748, -0.8202], [-0.9954, 4.3631, 1.1879], [-0.1830, 3.5406, 0.2503], [0.9158, 4.0146, -0.4157], [1.5482, 3.1759, -1.3570], [1.2691, 1.8945, -1.4044], [0.2548, 1.4001, -0.7320], [-0.1018, -0.1235, -0.6715], [0.6739, -1.0224, -1.7042], [1.9090, -0.7189, -2.0607], [2.5332, -1.4180, -2.9776], [1.9246, -2.5491, -3.5612], [0.6696, -2.9204, -3.1715], [-0.0346, -4.0877, -3.7630], [0.0212, -2.0828, -2.2290], [-1.6120, -2.4145, -1.8309], [3.8899, -0.9856, -3.4976], [3.6403, -0.4293, -4.9113], [4.8567, -2.1749, -3.5955], [4.5081, 0.0873, -2.6026], [0.4710, -0.5647, 0.7628], [1.7285, -0.2282, 0.9166], [2.3869, -0.5424, 2.0076], [1.7713, -1.3155, 3.0054], [0.4351, -1.6310, 2.8793], [-0.2838, -2.4263, 3.9101], [-0.2251, -1.1817, 1.7148], [-1.9702, -1.5626, 1.4319], [3.8092, -0.0504, 2.1203], [4.7584, -1.2547, 2.0464], [3.9738, 0.6827, 3.4573], [4.1166, 0.9165, 0.9771], [-0.5840, 2.2174, -0.0502], [-2.1755, 1.7183, 0.3373], [2.5900, 3.7292, -2.3064], [2.3573, 5.2186, -2.5946], [2.4996, 2.9711, -3.6348], [3.9675, 3.5684, -1.6447], [-0.4643, 5.2641, 1.4811], [-1.2462, 3.7795, 2.0719], [-1.9346, 4.6431, 0.7105], [1.2677, 5.0207, -0.2517], [2.4367, -3.1153, -4.3203], [0.6222, -4.6367, -4.4314], [-0.9026, -3.7391, -4.3214], [-0.3968, -4.7538, -2.9829], [3.2609, -1.2022, -5.5771], [4.5737, -0.0536, -5.3238], [2.9154, 0.3800, -4.8898], [4.5803, -2.8702, -4.3837], [4.9044, -2.7207, -2.6554], [5.8522, -1.8024, -3.8249], [3.7197, 0.6970, -2.1794], [5.1810, 0.7164, -3.1784], [5.0784, -0.3729, -1.7990], [2.3275, -1.6586, 3.8630], [0.4199, -2.9338, 4.5656], [-0.9465, -3.1564, 3.4468], [-0.9014, -1.7715, 4.5232], [4.6062, -1.9369, 2.8804], [5.7881, -0.9051, 2.0742], [4.6050, -1.8030, 1.1183], [3.8656, 0.0148, 4.3082], [3.2346, 1.4772, 3.5461], [4.9624, 1.1325, 3.5021], [3.8672, 0.4621, 0.0250], [5.1719, 1.1787, 0.9907], [3.5302, 1.8265, 1.0840], [1.3330, 5.3959, -2.9185], [3.0286, 5.5228, -3.3955], [2.5700, 5.8473, -1.7320], [1.6491, 3.3345, -4.2087], [2.3612, 1.9104, -3.4620], [3.4018, 3.1291, -4.2191], [4.0465, 4.2243, -0.7788], [4.7512, 3.8385, -2.3480], [4.1289, 2.5470, -1.3187], [-3.9838, 0.4775, -4.0341], [-2.2408, 0.7680, -3.0127], [-0.7495, 0.1348, -4.3342], [-1.8797, 2.8142, -2.9990], [-10.8324, -1.7200, 0.7383], [-9.1179, -1.5958, 0.6180], [-8.5501, -0.4992, -0.0174], [-7.1759, -0.4122, -0.1349], [-6.3712, -1.4182, 0.3933], [-6.9513, -2.5058, 1.0400], [-8.3225, -2.6000, 1.1540], [-4.8868, -1.3466, 0.3044], [-4.2131, -2.1463, 0.9819], [-4.3780, -0.4565, -0.4377], [-9.1904, 0.2715, -0.4181], [-6.7168, 0.4296, -0.6339], [-6.3120, -3.2798, 1.4347], [-8.7799, -3.4422, 1.6469], [-1.5463, 0.9715, 5.1877], [-2.7687, -0.2733, 5.1530], [-3.3588, -0.6436, 6.3494], [-4.3322, -1.6279, 6.3658], [-4.6951, -2.2546, 5.1851], [-4.1056, -1.8752, 3.9941], [-3.1475, -0.8681, 3.9499], [-2.6429, -0.3450, 2.6437], [-3.0553, -0.1478, 7.2579], [-4.8010, -1.8949, 7.2998], [-5.4474, -3.0274, 5.1816], [-4.3874, -2.3581, 3.0713], [-3.4763, 0.1206, 2.1161], [-1.8688, 0.4016, 2.7958]], "forces_ev_per_a": [[-1.4, -0.2, -0.7], [-0.1, 0.0, 0.0], [0.5, 0.0, -0.2], [-0.3, -0.5, 0.1], [-0.3, 0.3, 0.3], [0.6, 0.0, -0.5], [-0.8, 0.8, 0.4], [-0.1, 0.1, 0.1], [-0.7, -0.8, -0.5], [0.9, 0.3, 0.0], [-0.3, -0.3, 0.0], [-0.5, 0.0, 0.4], [0.5, 0.2, 0.0], [-0.1, 0.0, 0.0], [0.2, 0.2, -0.5], [0.1, 0.6, 1.1], [0.2, 0.2, 0.0], [0.0, 0.0, 0.1], [-0.2, 0.1, 0.0], [-0.2, -0.1, -0.1], [-0.6, -0.3, 0.6], [0.6, 0.3, -0.2], [-0.2, -0.1, 0.1], [-0.5, 0.0, -0.3], [0.5, 0.1, 0.0], [0.0, -0.1, 0.2], [-0.2, -0.2, -0.1], [0.9, 0.1, -0.1], [0.2, 0.1, 0.0], [-0.2, 0.1, 0.0], [0.0, -0.1, -0.1], [0.0, -0.2, 0.1], [0.0, 0.2, -0.4], [0.4, -1.0, 0.0], [0.3, -0.1, -0.1], [0.0, -0.2, 0.1], [0.0, 0.0, 0.2], [-0.2, 0.0, -0.1], [0.0, 0.1, 0.0], [0.0, 0.1, 0.1], [-0.1, 0.1, 0.0], [0.0, 0.1, 0.0], [0.1, -0.1, -0.1], [0.0, 0.0, 0.0], [-0.1, 0.0, -0.1], [0.0, -0.1, 0.0], [0.0, -0.1, -0.1], [0.1, 0.0, -0.1], [0.0, 0.1, 0.0], [0.0, -0.1, -0.1], [0.1, 0.0, 0.1], [0.1, 0.0, 0.0], [0.0, 0.2, 0.1], [0.1, 0.1, -0.1], [0.0, 0.0, 0.2], [0.1, 0.0, 0.1], [0.0, 0.0, 0.0], [0.0, 0.0, 0.0], [0.0, -0.1, 0.0], [0.0, -0.1, 0.1], [0.1, 0.0, 0.0], [0.0, -0.1, -0.1], [0.0, -0.1, 0.1], [0.0, 0.1, 0.0], [0.1, 0.0, 0.0], [0.0, 0.1, -0.1], [0.1, 0.0, 0.0], [-0.1, 0.1, -0.1], [-0.1, 0.1, -0.1], [0.0, 0.1, 0.0], [0.0, 0.1, 0.0], [-0.1, 0.0, -0.1], [0.1, -0.1, -0.1], [0.1, 0.0, -0.1], [0.0, 0.0, 0.1], [0.1, 0.1, -0.1], [0.1, -0.1, 0.0], [-0.3, 0.0, -0.1], [0.6, 0.0, 0.3], [0.1, -0.1, -0.1], [-0.1, 0.1, 0.0], [-0.2, 0.0, 0.0], [0.3, 0.0, 0.0], [-0.2, 0.0, 0.0], [0.1, -0.2, 0.0], [0.0, 0.1, -0.1], [0.1, 0.1, -0.1], [-0.1, 0.0, 0.0], [-0.5, -1.4, 1.2], [-0.6, 0.2, -0.4], [1.2, 1.4, -0.9], [0.0, 0.1, 0.0], [0.0, 0.0, 0.0], [0.0, -0.1, 0.1], [-0.1, -0.1, 0.0], [0.1, 0.0, 0.1], [-0.3, -0.1, -0.1], [0.1, 0.1, 0.1], [0.1, 0.0, 0.0], [0.0, 0.0, 0.0], [0.0, -0.1, 0.0], [0.0, 0.0, 0.1], [-0.1, -0.1, 0.0], [0.0, 0.0, 0.1], [0.0, 0.0, 0.1], [-0.1, -0.1, 0.0], [-0.1, 0.0, -0.1], [0.1, 0.0, 0.0], [-0.2, 0.0, -0.1]], "mulliken_spin": [1.05, 0.00, 0.00, 0.00, 0.00, -0.01, 0.01, -0.05, -0.01, 0.00, 0.00, 0.00, 0.00, 0.00, 0.02, -0.05, 0.00, 0.00, 0.00, 0.00, 0.01, 0.00, 0.00, 0.00, 0.00, 0.00, 0.02, 0.00, 0.00, 0.00, 0.00, 0.00, -0.01, 0.01, 0.00, 0.00, 0.00, 0.00, 0.00, 0.00, 0.00, 0.00, 0.00, 0.00, 0.00, 0.00, 0.00, 0.00, 0.00, 0.00, 0.00, 0.00, 0.00, 0.00, 0.00, 0.00, 0.00, 0.00, 0.00, 0.00, 0.00, 0.00, 0.00, 0.00, 0.00, 0.00, 0.00, 0.00, 0.00, 0.00, 0.00, 0.00, 0.00, 0.00, 0.00, 0.00, 0.00, 0.00, -0.02, 0.00, 0.00, 0.00, 0.00, 0.00, 0.00, 0.01, 0.00, 0.00, -0.01, 0.00, 0.03, 0.00, 0.00, 0.00, 0.00, 0.00, 0.00, 0.00, 0.00, 0.00, 0.00, 0.00, 0.00, 0.00, 0.00, 0.00, 0.00, 0.00, 0.00], "charge": 1, "relative_energy_kj_mol": 183.9, "orbital_gap_ev": [6.1, 6.5], "e_homo_ev": [-10.706, -10.679], "total_energy_ha": -5961.50017, "spin_multiplicity": 2, "s_squared": 0.76}